Entry 1:
C7H3N3O5 | ωB97M-V/def2-TZVPD

Summary:
LUMO level (spin up / spin down) in eV: 5.65 / 5.66
Largest force on an atom in eV Å⁻¹: 4.54
HOMO-LUMO gap (spin up / spin down) in Eh: 0.2703 / 0.2704
Total energy in hartree: -808.9375
Charge: -2

Last column: natural (NBO) charge in e.
Cartesian coordinates (Å):
C  2.771  -0.966  -0.391  0.34
C  2.270  1.301  -0.036  0.34
C  -1.799  -1.519  0.062  0.78
C  -1.965  1.011  -0.101  0.75
C  0.577  -0.112  -0.950  -0.23
C  1.847  0.016  -0.360  -0.42
C  -1.022  -0.194  0.427  -0.05
N  3.542  -1.831  -0.532  -0.43
N  2.766  2.350  0.100  -0.43
N  -0.384  0.280  1.453  -0.08
O  -2.653  -1.737  0.912  -0.72
O  -2.309  1.025  -1.249  -0.73
O  -1.578  -2.009  -1.028  -0.73
O  -2.257  1.787  0.794  -0.78
O  0.641  -0.305  2.065  -0.52
H  0.008  0.691  -1.370  0.24
H  0.323  -1.012  -1.471  0.26
H  -0.778  1.225  1.674  0.40

---

Entry 2:
C3H3N2O | ωB97M-V/def2-TZVPD

Summary:
LUMO level in eV: -6.63
Largest force on an atom in eV Å⁻¹: 5.05
HOMO-LUMO gap in Eh: 0.2628
Total energy in hartree: -300.3645
Charge: +1

Last column: natural (NBO) charge in e.
Cartesian coordinates (Å):
C  -1.051  0.843  0.183  -0.28
C  0.222  0.351  0.176  0.35
C  0.302  -2.053  0.322  0.22
N  -2.114  0.124  0.014  0.12
N  -2.838  -0.708  -0.065  0.33
O  0.566  -0.891  -0.122  -0.42
H  -1.184  1.943  0.413  0.32
H  1.081  0.899  0.452  0.25
H  0.505  -2.762  -0.362  0.12

---

Entry 3:
C2H4BrFO | ωB97M-V/def2-TZVPD

Summary:
LUMO level in eV: 0.55
Largest force on an atom in eV Å⁻¹: 4.47
HOMO-LUMO gap in Eh: 0.4231
Total energy in hartree: -2827.5527

Last column: natural (NBO) charge in e.
Cartesian coordinates (Å):
C  -0.661  -0.678  0.447  -0.68
C  0.503  -0.067  -0.411  0.03
Br  2.244  -0.769  -0.018  0.08
O  0.802  1.455  0.186  -0.18
F  -0.289  2.282  -0.360  -0.20
H  -1.125  -0.040  1.137  0.26
H  -1.535  -0.654  -0.245  0.23
H  -0.282  -1.692  0.730  0.24
H  0.342  0.163  -1.467  0.22

---

Entry 4:
C44H51IrN2O4S3Se | ωB97M-V/def2-TZVPD

Summary:
LUMO level (spin up / spin down) in eV: 4.02 / 4.02
Largest force on an atom in eV Å⁻¹: 1.90
HOMO-LUMO gap (spin up / spin down) in Eh: 0.2112 / 0.2111
Total energy in hartree: -5818.2296
Charge: -2

Last column: Löwdin charge in e.
Cartesian coordinates (Å):
Ir  -1.273  -1.875  -0.456  0.91
C  2.705  1.388  5.617  -0.06
C  1.283  0.903  5.932  -0.57
C  1.366  -0.343  6.827  -0.06
C  0.564  1.998  6.720  -0.08
C  0.559  0.558  4.629  -0.20
C  1.017  -0.480  3.830  -0.09
C  0.388  -0.828  2.643  -0.42
Se  0.850  -2.459  1.801  1.10
C  2.115  -2.038  0.451  -0.41
C  3.441  -1.833  0.776  -0.08
C  4.418  -1.743  -0.211  -0.19
C  3.974  -1.831  -1.525  0.00
C  2.648  -2.052  -1.901  -0.07
C  1.684  -2.245  -0.879  -0.35
O  0.471  -2.668  -1.188  -0.35
C  2.373  -2.159  -3.419  -0.51
C  3.081  -3.413  -3.960  -0.06
C  0.894  -2.267  -3.811  -0.06
C  2.928  -0.912  -4.128  -0.06
C  5.895  -1.691  0.184  -0.56
C  6.819  -1.695  -1.034  -0.08
C  6.180  -0.427  1.005  -0.06
C  6.230  -2.929  1.030  -0.06
C  -0.747  -0.128  2.172  -0.37
O  -1.330  -0.367  1.030  -0.29
C  -1.252  0.916  3.006  -0.09
C  -0.590  1.216  4.191  0.01
C  -2.520  1.672  2.597  -0.52
C  -3.687  0.683  2.427  -0.03
C  -2.947  2.710  3.637  -0.08
C  -2.274  2.414  1.275  -0.03
H  3.236  1.669  6.534  0.07
H  2.672  2.255  4.953  0.09
H  3.279  0.607  5.113  0.08
H  1.832  -0.099  7.789  0.07
H  1.951  -1.135  6.357  0.07
H  0.366  -0.740  7.016  0.09
H  1.104  2.195  7.651  0.07
H  -0.455  1.697  6.978  0.08
H  0.510  2.931  6.155  0.08
H  1.883  -1.063  4.124  0.09
H  3.703  -1.763  1.826  0.09
H  4.702  -1.734  -2.321  0.08
H  2.687  -4.308  -3.471  0.09
H  4.159  -3.376  -3.784  0.07
H  2.912  -3.506  -5.038  0.07
H  0.421  -3.157  -3.405  0.06
H  0.836  -2.299  -4.906  0.08
H  0.330  -1.406  -3.459  0.06
H  3.997  -0.771  -3.957  0.06
H  2.397  -0.024  -3.784  0.06
H  2.775  -1.011  -5.209  0.08
H  6.671  -0.808  -1.655  0.08
H  6.653  -2.578  -1.655  0.08
H  7.861  -1.707  -0.701  0.07
H  5.931  0.466  0.427  0.09
H  7.238  -0.375  1.286  0.07
H  5.583  -0.409  1.919  0.07
H  5.958  -3.838  0.490  0.09
H  5.677  -2.927  1.971  0.08
H  7.301  -2.965  1.258  0.07
H  -0.992  2.010  4.805  0.07
H  -3.858  0.133  3.357  0.09
H  -3.479  -0.036  1.638  0.07
H  -4.604  1.229  2.171  0.07
H  -3.185  2.247  4.599  0.08
H  -3.848  3.216  3.278  0.08
H  -2.178  3.471  3.797  0.08
H  -1.995  1.714  0.490  0.07
H  -1.464  3.140  1.394  0.09
H  -3.177  2.948  0.965  0.06
S  -3.382  -5.884  -0.615  0.35
C  -2.669  -4.376  -0.583  -1.81
S  -2.302  -3.441  0.804  0.45
S  -2.141  -3.439  -1.903  0.52
O  0.734  1.109  -2.723  0.06
C  -0.450  0.885  -2.584  -0.52
N  -1.442  1.583  -3.277  0.13
C  -2.765  1.256  -2.820  -0.26
C  -2.382  0.126  -1.841  -0.47
O  -3.193  -0.560  -1.209  -0.05
N  -1.061  -0.051  -1.766  0.08
C  -3.662  0.742  -3.957  -0.11
C  -4.786  -0.042  -3.705  -0.01
C  -5.621  -0.429  -4.743  -0.08
C  -5.344  -0.052  -6.050  -0.11
C  -4.206  0.696  -6.313  -0.10
C  -3.372  1.084  -5.273  -0.03
C  -3.487  2.392  -2.081  -0.12
C  -3.071  3.710  -2.201  -0.03
C  -3.795  4.744  -1.617  -0.09
C  -4.946  4.469  -0.897  -0.11
C  -5.345  3.148  -0.736  -0.09
C  -4.619  2.119  -1.314  -0.03
H  -1.192  2.425  -3.758  0.13
H  -4.978  -0.394  -2.701  0.11
H  -6.486  -1.044  -4.526  0.10
H  -6.002  -0.351  -6.858  0.09
H  -3.958  0.972  -7.331  0.09
H  -2.474  1.647  -5.493  0.10
H  -2.163  3.949  -2.739  0.10
H  -3.454  5.766  -1.730  0.09
H  -5.514  5.273  -0.444  0.09
H  -6.223  2.912  -0.146  0.10
H  -4.904  1.091  -1.136  0.11

---

Entry 5:
C5H6O | ωB97M-V/def2-TZVPD

Summary:
LUMO level in eV: 0.94
Largest force on an atom in eV Å⁻¹: 0.80
HOMO-LUMO gap in Eh: 0.3813
Total energy in hartree: -269.2898

Last column: natural (NBO) charge in e.
Cartesian coordinates (Å):
C  1.812  -0.511  0.029  -0.66
C  0.355  -0.074  -0.042  -0.07
C  -0.824  -0.076  0.909  0.55
C  -1.675  0.752  -0.048  -0.51
C  -0.568  0.264  -0.979  -0.12
O  -1.220  -0.849  1.744  -0.55
H  2.317  -0.145  0.935  0.23
H  2.418  -0.150  -0.811  0.23
H  1.935  -1.601  0.055  0.24
H  -1.694  1.846  0.018  0.22
H  -2.697  0.363  -0.074  0.22
H  -0.644  0.165  -2.055  0.22

---

Entry 6:
C11H19Cl2 | ωB97M-V/def2-TZVPD

Summary:
2S+1: 2
LUMO level (spin up / spin down) in eV: 0.85 / -3.77
Largest force on an atom in eV Å⁻¹: 3.27
HOMO-LUMO gap (spin up / spin down) in Eh: 0.4050 / 0.2341
Total energy in hartree: -1350.8588
<S²>: 0.75

Last column: natural (NBO) charge in e.
Cartesian coordinates (Å):
Cl  1.310  4.259  -1.257  -0.02
Cl  3.193  1.278  -0.546  -0.07
C  0.224  0.513  -1.557  -0.63
C  0.336  0.478  -0.047  -0.08
C  -0.337  1.608  0.705  -0.39
C  -1.800  1.825  0.297  -0.40
C  -2.633  0.546  0.487  -0.40
C  -1.966  -0.706  -0.050  -0.39
C  -0.467  -0.804  0.373  -0.20
C  0.118  -2.092  -0.160  -0.41
C  1.510  -2.280  0.400  -0.39
C  2.416  -1.036  0.319  -0.44
C  1.840  0.383  0.293  -0.13
H  -0.796  0.564  -1.944  0.21
H  0.734  1.427  -1.940  0.23
H  0.674  -0.368  -2.042  0.22
H  -0.286  1.383  1.769  0.20
H  0.252  2.519  0.515  0.22
H  -2.233  2.646  0.883  0.21
H  -1.817  2.126  -0.750  0.20
H  -2.794  0.405  1.571  0.19
H  -3.617  0.686  0.026  0.21
H  -2.510  -1.603  0.272  0.21
H  -2.015  -0.687  -1.165  0.20
H  -0.478  -0.863  1.494  0.20
H  -0.516  -2.934  0.077  0.21
H  0.166  -2.038  -1.260  0.20
H  1.404  -2.501  1.463  0.19
H  1.987  -3.173  -0.058  0.21
H  3.195  -1.145  1.073  0.22
H  2.974  -1.140  -0.596  0.21
H  1.933  0.723  1.355  0.21

---

> Which formula does entry 6 have?

C11H19Cl2